C4H5NO | ωB97M-V/def2-TZVPD

CARTESIAN COORDINATES (ANGSTROEM)
C  -1.5054  0.0412  0.1194
C  -0.0192  -0.1016  0.1762
C  0.7666  0.9467  -0.3734
N  2.0028  0.6092  -0.5840
O  2.0997  -0.6725  -0.1080
C  0.9066  -1.0756  0.3633
H  -1.9139  -0.5515  -0.6991
H  -2.0817  -0.1771  1.0220
H  -1.6289  1.0699  -0.2219
H  0.4452  1.9705  -0.5081
H  0.9283  -2.0591  0.8135

Results
* orbital gap: 10.59 eV
* LUMO: 0.92 eV
* calculated total energy: -7764.733 eV
* HOMO: -0.35562 hartree
* ΔE to the lowest compared entry with this formula, charge and spin: 41.4 kcal/mol
* SMILES: Cc1cnoc1

C4H5NO | ωB97M-V/def2-TZVPD

CARTESIAN COORDINATES (ANGSTROEM)
O  2.2442  -0.2318  -0.1492
C  0.8857  -0.1198  -0.0782
C  0.1257  0.9980  0.3718
C  -1.1960  0.6473  0.2573
N  -1.2631  -0.6123  -0.2596
C  0.0126  -1.1069  -0.4553
H  2.6286  0.5725  0.2160
H  0.5060  1.9449  0.7303
H  -2.0928  1.2095  0.4746
H  -2.0806  -1.1921  -0.1848
H  0.1919  -2.0837  -0.8794

Results
* orbital gap: 8.97 eV
* LUMO: 1.03 eV
* calculated total energy: -7766.064 eV
* HOMO: -0.29178 hartree
* ΔE to the lowest compared entry with this formula, charge and spin: 10.7 kcal/mol
* SMILES: Oc1cc[nH]c1

C4H5NO | ωB97M-V/def2-TZVPD

CARTESIAN COORDINATES (ANGSTROEM)
C  1.1778  -1.1340  0.2373
C  0.1858  -0.1502  -0.2683
C  -1.1561  -0.2616  -0.3810
O  -1.6862  0.9951  -0.4156
C  -0.6181  1.7915  -0.2366
N  0.5230  1.1985  -0.2452
H  1.8043  -0.6024  0.9626
H  1.8207  -1.5557  -0.5347
H  0.6467  -1.9303  0.7646
H  -1.8688  -1.0449  -0.1882
H  -0.8292  2.6939  0.3050

Results
* orbital gap: 10.19 eV
* LUMO: 1.05 eV
* calculated total energy: -7765.540 eV
* HOMO: -0.33576 hartree
* ΔE to the lowest compared entry with this formula, charge and spin: 22.7 kcal/mol
* SMILES: Cc1cocn1

C4H5NO | ωB97M-V/def2-TZVPD

CARTESIAN COORDINATES (ANGSTROEM)
C  2.0340  0.2170  0.2531
C  0.7018  0.6541  -0.1809
N  -0.4157  0.9166  0.1999
C  -1.6665  0.4594  0.1431
C  -1.7509  -0.8437  -0.4622
O  -0.7581  -1.4727  -0.8668
H  2.0914  0.0537  1.3404
H  2.8088  0.9300  -0.0600
H  2.2349  -0.7346  -0.2587
H  -2.5024  1.0729  0.4590
H  -2.7772  -1.2527  -0.5668

Results
* orbital gap (spin up / spin down): 8.37 / 8.37 eV
* LUMO (spin up / spin down): 0.31 / 0.31 eV
* calculated total energy: -7764.027 eV
* HOMO (spin up / spin down): -0.29597 / -0.29596 hartree
* ΔE to the lowest compared entry with this formula, charge and spin: 57.6 kcal/mol

C4H5NO | ωB97M-V/def2-TZVPD

CARTESIAN COORDINATES (ANGSTROEM)
N  -0.7645  -0.8609  -0.3205
C  -0.1465  -0.2571  0.8925
C  1.1896  -0.4260  0.0409
O  1.6260  0.9583  0.4555
C  0.2184  1.1062  0.3147
C  0.0833  0.2112  -0.9129
H  -1.7738  -0.9571  -0.4732
H  -0.3812  -0.6108  1.8949
H  0.0144  -1.6672  -0.4307
H  -0.1788  2.1092  0.5244
H  0.1130  0.3943  -1.9856

Results
* orbital gap: 8.17 eV
* LUMO: 0.42 eV
* calculated total energy: -7759.042 eV
* HOMO: -0.28464 hartree
* ΔE to the lowest compared entry with this formula, charge and spin: 172.6 kcal/mol

C4H5NO | ωB97M-V/def2-TZVPD

CARTESIAN COORDINATES (ANGSTROEM)
C  1.0459  -0.0694  0.7221
C  -0.7767  0.4919  0.5835
C  0.1176  0.8417  -0.4368
O  -0.1303  0.2049  -1.6406
N  -1.1472  -0.6914  -1.4082
C  -1.4777  -0.5778  -0.1659
H  1.6115  0.6597  1.3012
H  0.6644  -0.8277  1.4071
H  1.6802  -0.5792  -0.0085
H  0.6861  1.7559  -0.5680
H  -2.2738  -1.2086  0.2140

Results
* orbital gap: 9.47 eV
* LUMO: 0.40 eV
* calculated total energy: -7761.375 eV
* HOMO: -0.33316 hartree
* ΔE to the lowest compared entry with this formula, charge and spin: 118.8 kcal/mol

Copy entry 1 word for word.
C4H5NO | ωB97M-V/def2-TZVPD

CARTESIAN COORDINATES (ANGSTROEM)
C  -1.5054  0.0412  0.1194
C  -0.0192  -0.1016  0.1762
C  0.7666  0.9467  -0.3734
N  2.0028  0.6092  -0.5840
O  2.0997  -0.6725  -0.1080
C  0.9066  -1.0756  0.3633
H  -1.9139  -0.5515  -0.6991
H  -2.0817  -0.1771  1.0220
H  -1.6289  1.0699  -0.2219
H  0.4452  1.9705  -0.5081
H  0.9283  -2.0591  0.8135

Results
* orbital gap: 10.59 eV
* LUMO: 0.92 eV
* calculated total energy: -7764.733 eV
* HOMO: -0.35562 hartree
* ΔE to the lowest compared entry with this formula, charge and spin: 41.4 kcal/mol
* SMILES: Cc1cnoc1